(1)
C2H3N5O as an isolated structure at a distorted geometry. Source: the OMol25 dataset; level of theory: ωB97M-V/def2-TZVPD.

Geometry as XYZ:
```
11
Properties=species:S:1:pos:R:3:mulliken_charge:R:1
C 0.0442 0.9878 0.0758 0.435
H -1.3614 -2.0217 -0.7985 0.363
H -1.6344 -0.9987 1.5529 0.338
N 2.2232 0.7073 0.1559 -0.031
N -1.2768 -0.9854 0.2422 -0.626
C -0.0511 -0.4284 -0.0552 0.476
O 2.1544 -0.6340 -0.3293 -0.122
H -1.4975 1.4511 -0.9333 0.276
N 1.2618 1.2821 0.4759 -0.174
N -0.7762 1.9257 -0.3433 -0.593
N 0.9138 -1.2858 -0.0430 -0.341
```

Energy, eV: -11611.189
HOMO-LUMO gap, eV: 8.71
Largest force on an atom, eV/Å: 5.78
Relative energy (zero: lowest compared OMol25 entry of this formula, charge and spin), kcal/mol: 222.3

***

(2)
A 2-piece molecular cluster, C4H7N2 overall at a distorted geometry. Source: the OMol25 dataset; level of theory: ωB97M-V/def2-TZVPD.

Geometry as XYZ:
```
13
Properties=species:S:1:pos:R:3:mulliken_charge:R:1
H 0.2587 1.4535 1.6947 0.352
H 0.1880 -1.1463 -1.6228 0.434
C 0.6842 -0.6617 0.6046 -0.365
H -0.1750 1.7303 -1.3845 0.330
H -0.1800 -2.4347 1.5752 0.178
C -0.2110 0.8546 -0.5497 -0.154
H -2.2229 -0.0052 -1.1740 0.368
C -0.0194 -0.5488 -0.7839 -0.006
C 0.5297 0.7626 0.8229 -0.204
N 1.7951 0.0555 0.7307 -0.311
H 2.5232 0.1715 -0.0177 0.307
N -1.3897 -0.0983 -0.4316 -0.265
H -1.7809 -0.1329 0.5362 0.336
```

Energy, eV: -7226.393
HOMO-LUMO gap (spin up / spin down), eV: 9.18 / 9.37
Largest force on an atom, eV/Å: 4.86
Net charge: +1
Relative energy (zero: lowest compared OMol25 entry of this formula, charge and spin), kcal/mol: 215.5

***

(3)
C15H16AsClF6HfN3O2 as an isolated structure at a distorted geometry. Source: the OMol25 dataset; level of theory: ωB97M-V/def2-TZVPD.

Geometry as XYZ:
```
45
Properties=species:S:1:pos:R:3:mulliken_spin:R:1
N -0.9266 1.4551 0.9284 -0.001
O 0.5958 -0.1326 2.7022 0.000
C -0.0336 -1.1445 3.4751 0.000
C 1.1106 1.0399 3.4760 0.000
Cl 0.2018 2.0502 -2.1111 0.018
H 1.2618 1.7503 -4.7611 0.005
H 1.3023 -0.1600 -6.2630 0.004
H 0.2445 1.5910 3.8905 0.000
C 0.2149 -1.4563 -4.9385 -0.015
C -2.0918 4.4044 -0.3134 0.001
C 0.8518 -0.2505 -5.2837 0.234
F 1.7711 -0.6721 -1.0619 0.012
C -1.4553 2.5326 0.9481 -0.003
H -1.6288 -1.6290 -1.5044 0.004
C -0.4307 -1.5843 -3.7323 0.105
H 0.5786 -2.8603 2.3176 0.000
H 1.6616 1.6286 2.7559 0.000
C -2.3779 -2.0277 1.2779 0.001
Hf 0.2350 -0.1171 0.5044 0.103
H 1.7761 0.5952 4.2085 0.000
C -0.4301 -0.5041 -2.8021 0.078
H -2.8488 -1.4145 2.0830 0.000
H -1.4980 0.2168 -1.2099 0.040
H -1.0968 -2.9476 3.1169 0.000
H -2.5013 -3.0846 1.3327 0.000
H 0.3267 -2.2644 -5.6432 0.003
N -2.2996 4.9709 -1.2979 0.001
O -0.8942 -1.8287 1.3430 0.003
C -0.3519 -2.3293 2.5871 0.003
F 2.0206 0.8708 0.5957 -0.001
C -2.2465 4.2895 2.2716 0.000
C 0.2033 0.7160 -3.2101 0.166
H -1.0396 -2.5056 -3.5438 -0.003
F 4.1766 -0.3285 1.4474 0.000
C -1.9721 3.7545 0.9541 0.001
F 2.0166 -1.6314 0.9833 0.003
C 0.7873 0.8599 -4.4315 -0.020
H -0.9389 -0.7934 3.9590 0.000
As 3.2616 -0.5915 0.0147 0.002
N -2.5147 4.6019 3.3471 0.001
H 0.6367 -1.4473 4.2815 0.000
H -2.7195 -1.6504 0.3364 -0.002
C -0.9994 -0.7130 -1.5323 0.257
F 4.1284 -1.8995 -0.5874 0.000
F 3.9325 0.6406 -0.9105 0.000
```

Energy, eV: -115337.726
HOMO-LUMO gap (spin up / spin down), eV: 7.28 / 5.46
Largest force on an atom, eV/Å: 1.72
Net charge: +2
Multiplicity: 2

***

(4)
C29H84BN7O8Pt as an isolated structure at a distorted geometry. Source: the OMol25 dataset; level of theory: ωB97M-V/def2-TZVPD.

Geometry as XYZ:
```
130
Properties=species:S:1:pos:R:3:mulliken_spin:R:1
H 2.7337 -3.9983 1.9098 -0.001
O -3.1032 -4.1096 -3.3891 0.000
H -1.3721 1.2978 -1.6843 -0.001
C -3.8492 2.6135 -1.1447 0.000
H -5.4853 4.6698 -1.8080 0.000
H -0.0798 1.6424 -5.3414 0.000
H 5.0899 -2.4919 3.0155 0.000
H 5.0524 -1.8217 -1.1489 0.002
C 1.6684 0.9640 -4.2485 0.000
H 1.5132 -3.0542 1.7768 0.002
C 1.2854 4.4621 -3.3898 0.000
H -1.4971 -2.3680 -0.3088 0.002
C -1.0147 1.1537 5.1629 0.000
H -3.6925 1.9523 1.7416 0.000
N 2.1428 -0.2100 -3.5092 0.000
C 0.9660 -0.4510 0.1859 0.007
C -4.2132 -4.8676 -3.8351 0.000
H 0.0814 2.3305 1.4091 -0.002
H 6.4787 1.7924 2.7256 0.000
O 0.3726 -5.5998 -0.7948 0.000
H 0.1017 -0.1527 -5.2407 0.000
B 5.1075 -2.6557 1.8413 0.057
H 2.2540 3.3049 0.1232 0.002
N -2.3979 -2.7721 -0.0454 0.000
H -0.1901 1.0649 5.8650 0.000
C -0.1853 3.3369 1.7352 0.000
H 1.0231 -3.6672 -0.2775 -0.001
H -1.2379 5.8793 1.2269 0.000
C 1.0636 4.2290 1.6827 -0.001
H 1.6571 3.7510 3.5713 0.000
H 0.9780 4.3601 -0.5135 0.000
C 0.9667 -5.8221 -2.0525 0.000
H 0.8451 5.2549 1.9989 0.000
H 2.1288 -0.9692 -4.1892 0.000
N 3.9812 1.4352 2.1631 0.096
N 0.4212 -0.2458 3.7546 -0.002
H -2.2402 4.9025 2.4259 0.000
H -0.7967 -4.0699 2.2820 0.000
O -3.1586 0.6255 3.2683 0.000
H -3.9023 -5.2104 -4.8235 0.000
C -3.7294 -4.7933 -0.3268 0.000
H -1.3832 -0.8676 4.4635 0.000
H -5.5231 2.1277 -2.3621 0.000
C 1.6784 4.2185 0.3061 -0.002
H 1.4045 5.3969 -3.9360 0.000
C 4.6852 -0.8053 -1.2883 0.008
H 0.7547 0.6268 3.3335 0.003
H 7.1834 2.2286 1.1846 0.000
H 1.8556 -6.4616 -2.0329 0.000
H 0.1060 0.0472 0.6619 0.001
H 4.0280 -2.7823 1.3872 0.100
C -0.9853 0.0844 4.0904 0.000
H 3.1145 1.9675 2.0186 -0.014
H 2.2146 -4.8462 -0.2404 0.000
H 6.6175 0.6152 1.4601 0.000
C 1.0437 -5.0249 1.5087 -0.002
H -2.0774 -3.3148 0.7596 0.000
H -3.6398 2.9745 -0.1320 0.000
H 0.9936 2.1925 -2.6157 0.000
H 1.9186 4.4947 -2.5006 0.000
O 4.8238 -0.0662 -0.0937 0.086
C -3.9460 0.9705 2.1548 0.000
H 2.2970 1.1579 -5.1205 0.000
H 1.5014 -5.9962 1.6919 0.000
H -4.0878 -5.5673 -1.0035 0.000
C -5.3478 2.5427 -1.3617 0.000
H 1.5024 -0.5604 -2.8011 0.000
H -3.8489 0.2575 1.3274 0.000
H -4.6541 -4.2563 -0.0701 0.000
H -2.7802 5.0556 0.8371 0.000
H -3.3438 -5.1592 0.6229 0.000
O 1.6242 3.3436 -4.1779 0.000
H -3.3384 3.2448 -1.8799 0.000
H -6.9128 1.4767 -0.6994 0.000
O -1.2734 3.7799 0.9716 0.000
H -0.4412 0.8453 -3.8473 0.000
H -1.8094 1.6898 -0.0307 0.001
H -5.4452 0.7470 -0.4724 0.000
H 0.4385 -0.9159 2.9855 -0.001
C -0.3820 -5.0592 2.1171 0.001
H -0.2211 -5.6350 3.0271 0.000
H -5.9976 4.2692 -0.2186 0.000
H 0.5243 -1.1948 -0.4980 0.018
H 1.1675 -4.9158 -2.6318 0.000
H -0.8957 2.1452 4.6962 0.000
H 5.6858 -1.7387 1.3747 0.006
H 0.2206 4.3884 -3.1385 0.000
H 5.3458 -0.4293 -2.0778 0.002
C 1.1491 -4.7196 0.0201 0.000
H 0.2055 -6.3983 -2.5887 0.000
H -1.3692 1.1916 2.2895 0.000
N 1.7623 -3.9477 2.2127 0.004
H 4.8764 3.0098 1.0605 0.002
C 4.7690 1.3473 -0.2400 0.018
C 1.7962 2.1859 -3.3679 0.000
C 4.9450 1.9147 1.1369 -0.014
O 1.8540 -1.0528 1.0610 0.269
H 2.8390 4.3374 2.6129 0.000
O -3.3825 1.2829 -1.3182 0.000
H -5.1505 -4.3092 -3.8739 0.000
H 3.7709 1.5661 -0.6452 -0.018
H -1.7451 -0.5005 2.2112 0.000
H -5.0129 1.0075 2.3689 0.000
H -1.9004 -4.4362 -1.2729 0.000
H -1.0080 -5.6725 1.4633 0.000
H 5.7020 -3.6322 1.6183 -0.012
H 4.3340 1.9184 2.9870 0.000
N 2.0588 3.6846 2.6388 0.001
Pt 3.8290 -0.8038 1.9369 1.401
N -5.9626 1.6163 -0.3761 0.000
H 2.4371 5.0087 0.2337 0.000
H -1.9573 0.0123 -0.5268 0.003
C -1.8437 0.3805 2.8618 0.000
H -0.4768 3.2827 2.7955 0.000
H -2.0023 1.2319 5.6152 0.000
H -4.3575 -5.7666 -3.2247 0.000
H -4.4156 -3.0209 -2.1673 0.000
C -1.8477 4.9979 1.4069 0.000
C -3.3473 -3.2192 -2.2924 0.000
H 2.7591 2.2171 -2.8474 0.000
H 3.6553 -0.8125 -1.6440 -0.007
H -2.8338 -2.2978 -2.5699 0.000
H -7.0666 3.8743 -1.5349 0.000
C -2.7702 -3.8226 -1.0113 0.000
C 6.3722 1.6661 1.6459 0.003
C 0.2169 0.7956 -4.7200 0.000
H 1.4908 0.2885 -0.4433 -0.014
H 5.5437 1.6780 -0.9338 0.000
C -2.0633 1.0376 -0.8744 -0.003
C -6.0154 3.8945 -1.2474 0.000
```

Energy, eV: -62160.212
HOMO-LUMO gap (spin up / spin down), eV: 8.15 / 7.10
Largest force on an atom, eV/Å: 2.14
Relative energy (zero: lowest compared OMol25 entry of this formula, charge and spin), kcal/mol: 0.0
Multiplicity: 3

***

(5)
A 4-piece molecular cluster, C16H28N4 overall. Source: the OMol25 dataset; level of theory: ωB97M-V/def2-TZVPD.

Geometry as XYZ:
```
48
Properties=species:S:1:pos:R:3:mulliken_charge:R:1
N -27.1367 10.1846 -5.9235 -0.473
H -21.3460 5.1542 -7.6999 0.313
H -24.5020 7.1636 -3.7510 0.390
C -21.4522 4.6507 -6.7412 -0.464
C -26.5458 7.0887 -4.3914 -0.042
H -25.0707 4.0653 -4.4081 0.232
H -27.0123 3.6209 -3.0647 0.318
H -25.8075 3.0351 -0.8884 0.289
H -27.3065 7.1286 -6.4056 0.278
C -22.7229 10.3744 -5.1918 -0.422
C -24.9056 3.5842 -3.4392 -1.019
H -19.9944 3.1202 -7.1396 0.329
H -26.8906 7.3569 -3.3898 0.301
H -28.5512 7.4599 -5.2310 0.401
C -26.1364 2.2894 -1.6177 -0.553
H -26.5598 6.0013 -4.4692 -0.055
C -21.7641 5.6531 -5.7318 0.230
H -26.4264 2.0843 -3.7185 0.311
H -19.3255 4.5571 -6.3928 0.299
N -22.0055 6.4465 -4.9393 -0.353
H -27.1433 2.0026 -1.3106 0.320
C -23.8633 11.3833 -5.0874 0.085
H -21.2785 2.8472 -4.7960 0.174
H -23.0014 9.5996 -3.2081 0.229
C -22.1718 9.9240 -3.8410 -1.161
N -23.2608 13.3554 -3.4982 -0.452
H -19.5783 2.3756 -4.9273 0.330
H -22.2918 3.9535 -6.7781 0.258
H -23.0846 9.4864 -5.7129 0.180
C -26.1935 2.9019 -3.0332 -0.471
H -24.7893 10.9156 -4.7589 -0.067
H -24.6401 4.3456 -2.7078 0.307
C -27.4987 7.6372 -5.4547 -0.648
N -24.4960 0.2734 -1.5566 -0.419
C -25.2329 1.1518 -1.5636 0.265
H -24.6564 7.3413 -5.4705 0.279
H -21.6076 10.7169 -3.3571 0.466
H -24.0984 2.8691 -3.5922 0.435
H -21.5333 9.0512 -3.9790 0.330
C -27.3140 9.0679 -5.7073 0.307
H -24.0529 11.8266 -6.0672 0.332
H -25.0996 8.6880 -4.3412 0.133
H -20.0197 3.9301 -4.2130 0.316
C -20.1753 3.8725 -6.3710 -0.454
C -25.1241 7.6181 -4.5269 -0.977
C -20.2693 3.2125 -4.9946 -0.942
C -23.5295 12.4828 -4.1919 0.104
H -21.9228 10.7913 -5.8057 0.435
```

Energy, eV: -23005.719
HOMO-LUMO gap, eV: 11.37
Largest force on an atom, eV/Å: 0.83
Relative energy (zero: lowest compared OMol25 entry of this formula, charge and spin), kcal/mol: 2.8

***

(6)
A 2-piece molecular cluster, C6H12N overall at a distorted geometry. Source: the OMol25 dataset; level of theory: ωB97M-V/def2-TZVPD.

Geometry as XYZ:
```
19
Properties=species:S:1:pos:R:3:mulliken_spin:R:1
C -0.5115 -0.8602 1.6520 0.189
N 0.5579 1.1536 -1.1753 -0.010
H -0.7760 -0.0294 2.3028 -0.001
C 0.7327 2.1980 -1.8854 -0.003
H -0.1120 2.8531 -2.0665 0.001
H 0.5247 -2.7226 1.4198 0.029
H 2.4594 0.3503 -1.5316 0.001
H 0.9044 -1.8481 2.9909 0.017
H -3.0420 -0.2771 -0.6125 0.015
H -1.0548 -1.7210 -0.2552 0.004
H 1.9750 0.3903 0.1893 -0.006
H -2.6751 0.5633 0.9891 0.023
C -1.2552 -0.9168 0.4510 0.078
H -0.3461 1.0071 -0.7416 0.016
H 1.7079 2.3988 -2.3151 0.000
C 1.6385 0.2200 -0.8349 0.009
H 1.2491 -0.7943 -0.8284 -0.003
C -2.3476 -0.1161 0.2039 0.316
C 0.3705 -1.8488 2.0476 0.324
```

Energy, eV: -7885.674
HOMO-LUMO gap (spin up / spin down), eV: 9.88 / 8.78
Largest force on an atom, eV/Å: 1.27
Net charge: +2
Relative energy (zero: lowest compared OMol25 entry of this formula, charge and spin), kcal/mol: 11.7
Multiplicity: 2